(1)
Computed, not measured: an isolated molecule of C7H9N in a non-equilibrium geometry, with ωB97M-V with the def2-TZVPD basis set.

```
17
Properties=species:S:1:pos:R:3:forces:R:3
C 1.2772 2.7529 -0.2124 2.5 0.4 0.5
C -0.7673 0.2581 0.2997 0.9 0.5 0.1
C -1.3409 -0.5989 -0.5928 1.2 0.3 0.6
C -1.0716 1.7339 0.2326 0.3 2.6 1.5
C 0.1604 2.0727 -0.6536 -2.4 -0.4 -0.2
C 0.5385 0.1468 0.8893 -1.0 -2.7 -1.1
C 1.2853 -1.1362 0.8657 -0.1 -2.3 0.8
N 2.3422 3.0933 0.1685 -2.1 -0.2 -0.6
H -0.7250 -1.3981 -0.9993 -0.6 -0.2 0.2
H -2.2236 -0.2703 -1.0885 -0.6 -0.1 -0.4
H -2.1056 1.9955 -0.1067 1.1 -0.2 -0.3
H -0.9090 2.4183 1.1791 -0.4 -1.9 -1.3
H -0.0062 1.7398 -1.6859 0.8 0.3 0.4
H 0.9013 0.8474 1.5754 0.3 1.3 0.6
H 1.3606 -1.6257 1.8830 -0.4 0.8 -0.4
H 2.3803 -1.0249 0.6973 -0.8 0.0 -0.7
H 0.7460 -2.0015 0.3115 1.3 1.7 0.3
```
Positions in Å, forces in eV/Å.

The value obtained for the molecular weight is 107.16 g mol⁻¹. Its HOMO energy (alpha / beta) is -8.395 / -7.942 eV. The calculation puts the LUMO energy (alpha / beta) at -0.6 / -0.9 eV. Its total energy is -8890.241 eV. The calculation puts the relative energy (zero: lowest compared OMol25 entry of this formula, charge and spin) at 4.915 eV.

(2)
Computed, not measured: an isolated molecule of C3H6N2O in a non-equilibrium geometry, with ωB97M-V with the def2-TZVPD basis set.

```
12
Properties=species:S:1:pos:R:3:forces:R:3
N 1.2128 -0.6766 0.6688 1.8 -2.3 0.5
C -0.1794 -0.4520 0.3906 -0.5 -0.1 -1.0
C -0.4599 -0.5551 -1.1180 -0.5 1.1 -0.5
N -0.4834 0.6118 -1.6707 0.3 -1.3 -0.7
O -0.2621 1.6270 -0.7632 0.0 -0.9 0.6
C -0.4629 1.0321 0.5475 -0.6 0.7 0.1
H 1.8869 -0.1430 0.1136 -0.8 0.1 0.0
H 1.5221 -1.6814 0.5568 -0.8 1.5 0.2
H -0.8675 -1.1119 0.9776 0.9 0.6 -0.2
H -0.5707 -1.4549 -1.7755 0.1 1.0 0.9
H 0.1610 1.5260 1.2912 0.2 -0.1 -0.2
H -1.4967 1.2778 0.7812 -0.2 -0.4 0.2
```
Positions in Å, forces in eV/Å.

Its SMILES is N[C@@H]1C=NOC1. The value obtained for the molecular weight is 86.09 g mol⁻¹. Its HOMO energy is -9.420 eV. The calculation puts the LUMO energy at 0.9 eV. Its total energy is -8233.730 eV. The calculation puts the relative energy (zero: lowest compared OMol25 entry of this formula, charge and spin) at 2.969 eV.

(3)
Computed, not measured: a 11-piece molecular cluster, C21H57N22O14 overall in a non-equilibrium geometry, with ωB97M-V with the def2-TZVPD basis set.

```
114
Properties=species:S:1:pos:R:3:forces:R:3
C -2.4220 -1.4406 1.2475 -0.5 -0.2 0.2
C -3.4957 -0.5900 2.1418 1.3 0.5 -0.3
O -4.8638 -0.7307 1.6623 1.3 1.0 -0.1
C -3.3545 -0.9291 3.7311 0.6 -0.2 -1.3
N -3.6613 0.2421 4.6148 1.5 0.1 -0.5
C -2.3919 0.8638 5.1639 -1.1 1.2 0.2
C -1.7644 1.7201 3.9594 -0.5 -1.7 -0.2
O -0.4892 2.4154 4.3254 2.3 -1.1 -3.5
C 0.2588 2.3717 3.0968 -0.9 1.6 -1.9
C -0.3933 3.1533 1.8891 3.4 -1.5 -1.7
C 0.3200 3.1280 0.4980 0.8 -1.9 3.6
C -0.3468 3.8946 -0.7445 -1.3 3.5 -0.2
O -0.6406 5.1187 -0.6649 1.7 -6.0 -0.4
O -0.6255 3.1072 -1.9302 0.3 0.9 3.4
C 1.6656 2.3051 0.3946 -1.8 0.0 3.2
C 2.2101 1.5819 1.6577 -2.6 2.1 -2.0
N 1.4881 1.6450 2.9365 -1.7 1.8 -2.1
H -1.5273 -0.7973 0.9312 -1.2 -0.8 0.5
H -2.0055 -2.3510 1.8059 -0.7 1.3 -0.8
H -2.9518 -1.8081 0.3036 0.8 0.5 1.3
H -3.2108 0.5216 1.9520 -0.4 -1.6 0.7
H -5.0105 0.0622 1.0838 -0.1 -1.2 0.9
H -2.2425 -1.2000 3.9253 -1.9 0.0 -0.4
H -4.0274 -1.8315 3.9439 1.0 1.3 -0.2
H -4.0692 0.9709 4.0021 -0.3 -0.5 0.5
H -2.7557 1.5620 6.0152 0.9 -1.0 -1.3
H -1.6914 0.0867 5.6240 -1.0 1.0 -0.9
H -1.4547 0.9589 3.1392 -0.9 1.2 1.3
H -2.5122 2.4777 3.5352 1.0 -1.1 0.8
H -1.3891 3.7209 2.0024 1.9 -1.1 0.0
H -1.0785 2.3058 -1.5724 0.4 0.4 -0.6
H 2.1659 2.2679 -0.6440 -0.5 -0.1 2.1
H 3.1762 0.9734 1.5905 -1.7 0.9 0.5
H 1.8434 1.1314 3.7735 -0.1 0.1 -0.6
C 2.0018 -0.5907 6.4779 0.1 -0.2 0.3
O 2.3774 -0.7459 5.3213 -0.1 0.5 -0.5
N 2.6407 -1.1433 7.5333 0.4 -0.3 0.0
N 0.9128 0.1482 6.8050 -0.5 0.4 -0.3
H 2.3425 -1.0234 8.4843 0.0 0.0 -0.1
H 3.4562 -1.7017 7.3389 -0.1 0.1 0.1
H 0.4036 0.5804 6.0516 0.0 0.0 0.2
H 0.5984 0.2805 7.7495 0.0 0.0 -0.1
C 1.2439 -0.5263 -3.3342 0.1 -0.3 -0.4
O 1.6259 -1.4841 -3.9851 0.0 0.1 0.0
N 1.3356 -0.4675 -1.9855 0.5 -0.3 1.0
N 0.6895 0.5752 -3.8882 -0.4 0.5 -0.7
H 1.0212 0.3174 -1.4465 0.0 -0.1 -0.1
H 1.7440 -1.2615 -1.5132 -0.3 -0.1 0.0
H 0.5887 0.5928 -4.8903 0.0 0.1 0.2
H 0.3807 1.3620 -3.3466 0.1 0.0 -0.2
C 2.1363 -4.5409 -1.3664 0.4 0.2 -0.1
O 1.4369 -3.7991 -0.6838 -0.2 0.3 0.1
N 3.3954 -4.2239 -1.7420 0.2 0.4 0.1
N 1.7093 -5.7482 -1.8074 -0.6 -0.6 0.0
H 3.9752 -4.8269 -2.3018 0.2 -0.1 0.1
H 3.7574 -3.3361 -1.4382 0.0 -0.2 -0.1
H 0.7768 -6.0293 -1.5534 0.2 0.0 -0.1
H 2.2731 -6.3624 -2.3665 0.0 0.1 0.0
C 2.0604 -4.1745 -7.0839 0.1 -0.2 -0.3
O 2.5227 -4.8213 -8.0121 0.0 0.0 0.0
N 2.5149 -2.9419 -6.7488 0.4 0.7 -0.1
N 1.0501 -4.6288 -6.3023 -0.5 -0.5 0.2
H 2.1405 -2.4042 -5.9874 0.0 0.0 0.2
H 3.2659 -2.5611 -7.3001 -0.1 -0.1 0.1
H 0.6770 -5.5423 -6.5112 -0.1 0.0 0.1
H 0.6652 -4.1033 -5.5381 0.1 0.0 0.0
C 5.0204 5.0026 2.0879 0.5 0.3 0.1
O 5.7945 5.9184 2.3098 -0.2 -0.1 -0.1
N 5.3167 3.9748 1.2591 0.5 -0.5 -0.5
N 3.7903 4.9268 2.6494 -0.9 0.2 0.6
H 4.6856 3.2184 1.0712 0.1 0.1 -0.1
H 6.2215 3.9842 0.8153 -0.2 0.0 0.0
H 3.5210 5.6687 3.2751 0.0 -0.1 -0.1
H 3.1484 4.1760 2.4710 0.1 0.1 0.0
C -1.8452 -7.5742 -6.7757 0.3 0.1 -0.1
O -0.6524 -7.3905 -6.5881 0.0 0.1 0.1
N -2.3608 -7.8504 -7.9975 0.0 -0.1 -0.7
N -2.7626 -7.5189 -5.7784 -0.3 0.1 0.7
H -3.3387 -8.0031 -8.1629 0.1 0.0 0.0
H -1.7161 -7.9014 -8.7696 -0.1 0.0 0.1
H -2.4254 -7.3165 -4.8519 -0.1 0.0 -0.2
H -3.7445 -7.6685 -5.9223 0.1 0.0 0.0
C 6.1097 -7.1499 -1.9769 -0.1 0.1 -0.1
O 5.6458 -6.0926 -2.3800 -0.1 0.1 0.0
N 5.5623 -8.3526 -2.2756 -0.5 -0.3 -0.3
N 7.2136 -7.2147 -1.1950 0.5 0.3 0.4
H 5.9355 -9.2255 -1.9500 0.0 0.1 -0.1
H 4.7394 -8.3541 -2.8556 0.2 -0.1 0.1
H 7.6554 -6.3447 -0.9470 -0.1 -0.2 0.0
H 7.6027 -8.0767 -0.8591 0.0 0.1 0.0
C -5.6178 3.5828 3.5127 -0.2 0.2 -0.1
O -5.2435 2.6179 2.8586 0.5 -0.2 0.1
N -5.4955 3.6470 4.8617 0.4 -0.3 0.6
N -6.1879 4.6727 2.9483 -0.2 0.2 -0.6
H -5.7994 4.4330 5.4071 0.0 -0.1 0.0
H -5.0773 2.8569 5.3260 -0.2 0.1 0.0
H -6.2996 4.6695 1.9445 0.0 0.0 0.0
H -6.4985 5.4687 3.4753 0.0 -0.1 0.0
C 4.8012 7.3176 -1.7529 0.2 -0.3 -0.1
O 5.1891 6.3542 -2.3969 -0.1 0.0 0.1
N 4.8941 7.3820 -0.4024 0.0 -0.3 0.5
N 4.2424 8.4099 -2.3305 -0.3 0.4 -0.6
H 4.5786 8.1675 0.1366 0.1 -0.1 0.0
H 5.3034 6.5922 0.0701 0.1 0.3 0.1
H 4.1528 8.4069 -3.3333 0.0 0.0 0.2
H 3.9209 9.2059 -1.8108 0.1 -0.1 -0.1
C -8.3090 3.7832 -0.5857 0.2 0.0 0.0
O -7.1117 3.9728 -0.4225 0.1 0.1 0.2
N -8.8482 3.5032 -1.7962 0.1 -0.1 -0.7
N -9.2059 3.8358 0.4293 -0.2 0.1 0.7
H -9.8288 3.3460 -1.9412 0.1 0.0 0.0
H -8.2197 3.4538 -2.5812 -0.1 0.0 0.1
H -8.8513 4.0407 1.3489 -0.1 -0.1 -0.1
H -10.1900 3.6817 0.3054 0.1 0.0 0.0
```
Positions in Å, forces in eV/Å.

Its total charge is +1. The value obtained for the molecular weight is 841.83 g mol⁻¹. Its HOMO energy is -9.969 eV. The calculation puts the LUMO energy at -5.3 eV. Its total energy is -84147.052 eV.